This record from the Open Molecules 2025 dataset describes a 2-piece molecular cluster, C2H3ClS overall at a distorted geometry. The level of theory is the ωB97M-V functional and the def2-TZVPD basis.

Bonds (Å) are listed after each position.
Atoms and positions in Å:
1 C -1.2268 0.7775 -0.2614  C2 1.197, H4 1.064
2 C -0.1940 1.3720 -0.1471  C1 1.197, Cl3 1.610
3 Cl 0.9704 2.4811 -0.0719  C2 1.610
4 H -2.0806 0.2026 -0.5319  C1 1.064
5 S 0.6813 -2.0762 -0.0128  H6 1.331, H7 1.301
6 H 0.3931 -1.7066 1.2334  S5 1.331
7 H 1.4566 -1.0504 -0.2084  S5 1.301

## Properties
spin multiplicity = 1
F_max = 1.304 eV/Å
E_HOMO = -9.38 eV
SMILES = C#CCl.S
charge = 0
orbital gap = 10.1 eV